The following is a quantum chemistry calculation of a molecular structure, C6H9NS, from OMol25.

## Properties
**Relative energy (zero: lowest compared OMol25 entry of this formula, charge and spin)**: 371.0 kJ/mol
**E_HOMO**: -8.141 eV
**E_tot**: -686.8215 Ha
**Multiplicity**: 1
**HOMO-LUMO gap**: 8.87 eV
**Maximum force**: 4.47 eV/Å

Geometry as XYZ:
```
17
Properties=species:S:1:pos:R:3:nbo_charge:R:1
C 0.440 1.375 0.870 -0.37
C -0.946 0.702 0.555 -0.11
C 0.883 0.872 -0.580 -0.09
C 1.049 -0.710 -0.396 -0.25
C -0.257 -1.386 -0.613 -0.47
C -0.804 -0.832 0.681 -0.26
H 0.986 1.002 1.685 0.22
H 0.149 2.506 0.956 0.22
H -1.863 1.203 0.760 0.22
H -0.870 0.523 -1.707 0.35
H 1.630 1.328 -1.285 0.22
H 1.885 -1.250 -0.832 0.23
H -0.088 -2.483 -0.591 0.23
H -0.891 -1.177 -1.503 0.19
H -1.607 -1.367 1.393 0.24
N -0.593 1.068 -0.854 -0.62
S 0.896 -1.373 1.463 0.04
```